179
Properties=species:S:1:pos:R:3:forces:R:3:mulliken_charge:R:1 method="wB97M-V/def2-TZVPD" fmax_ev_per_a=5.18 homo_energy_ev=-8.75 e_tot_ha=-3173.0739 orbital_gap_ev=9.06
C 1.9294 -2.1413 4.9006 1.08 0.16 1.16 -0.689
O 1.0811 -1.9400 3.8457 -0.51 0.78 -1.25 0.137
H 2.5415 -3.0337 4.7702 -0.22 -0.38 0.33 0.159
H 2.6737 -1.3509 4.9977 0.01 0.43 -0.26 0.247
H 1.3750 -2.1131 5.8387 0.06 -0.50 0.29 0.303
H 0.9454 -2.7889 3.4185 -0.57 -0.23 -0.01 -0.143
C 1.4772 4.3896 -1.9241 -0.06 -2.42 0.46 -0.420
O 0.7219 5.4854 -1.5759 0.40 1.79 0.06 -0.504
H 1.1448 3.6285 -1.2181 -0.06 -0.69 -0.36 -0.067
H 1.2860 4.0746 -2.9499 0.07 -0.17 -0.12 0.321
H 2.5520 4.4125 -1.7441 0.19 0.71 -0.12 0.362
H 1.3211 6.2107 -1.7670 -0.53 0.72 0.12 0.297
C 1.7956 -1.7018 -4.9489 1.23 0.39 -0.86 -0.819
O 1.0652 -2.2382 -3.9036 -0.77 -0.70 -0.74 -0.394
H 1.4654 -0.7423 -5.3470 -0.29 0.40 0.50 0.186
H 2.8528 -1.6354 -4.6921 0.23 0.30 0.15 0.327
H 1.8192 -2.3097 -5.8533 -0.53 -0.72 0.27 0.403
H 1.2098 -1.8242 -3.0496 0.04 0.37 0.63 0.133
C -5.3317 -1.3285 3.3979 -0.68 0.82 2.52 0.534
O -5.7687 -1.0928 4.5098 -0.52 0.04 0.65 -0.723
N -5.9599 -1.3065 2.2651 -4.17 -0.06 -3.07 -0.310
N -4.0905 -1.6151 3.1318 4.29 -1.19 0.24 -0.122
H -6.9494 -1.1061 2.2358 0.29 -0.01 0.12 0.223
H -5.4116 -1.2077 1.4226 -0.35 0.46 0.08 0.225
H -3.9072 -1.8230 2.1606 0.93 0.13 0.72 0.181
H -3.3906 -1.5198 3.8537 -0.05 -0.12 -0.45 0.027
C 6.7488 3.0627 1.7078 0.22 0.37 1.53 -1.635
C 5.7349 3.3546 0.6461 -0.46 -1.60 -0.76 0.952
C 4.2399 3.1280 1.1137 1.61 -0.07 0.13 -0.224
O 4.1454 1.7626 1.6276 0.42 1.42 -1.43 -0.576
C 2.8950 1.4760 2.1744 -0.76 0.39 0.68 1.150
N 5.9522 4.5974 -0.0712 -0.93 -0.05 0.35 -0.647
H 6.5204 3.7290 2.5397 0.29 -0.01 0.45 0.385
H 7.7843 3.2435 1.4194 -0.10 0.25 -0.40 0.415
H 6.7448 2.0380 2.0792 -0.42 -0.01 -0.03 0.287
H 5.9748 2.5693 -0.0708 -0.70 -0.18 -0.51 -0.402
H 3.5759 3.4537 0.3130 -0.22 -1.02 -0.70 0.034
H 3.9148 3.8496 1.8632 0.47 -0.04 0.80 0.625
H 3.0075 0.7459 2.9759 0.08 0.12 0.11 0.099
H 2.1377 1.0724 1.5023 0.20 -0.13 -0.56 -0.418
H 2.4763 2.4145 2.5377 -0.24 -0.07 0.58 -0.459
H 6.7460 4.4907 -0.6864 0.09 0.33 0.19 0.294
H 6.0893 5.3351 0.6049 0.32 0.34 -0.22 0.253
C 0.1339 -5.5558 -4.7365 -0.20 -0.54 0.11 -1.519
C -1.1700 -4.8219 -4.3440 -0.95 0.14 -1.48 2.012
C -2.5340 -5.5967 -4.4077 1.38 -0.50 0.08 -0.937
O -2.6814 -6.2841 -5.6515 0.29 -0.47 0.96 -0.416
C -3.0545 -5.3946 -6.6487 -0.60 1.05 -0.55 -0.639
N -0.9755 -4.1875 -3.0797 0.37 0.46 1.39 -0.505
H 1.0738 -5.0087 -4.6643 -0.41 0.88 0.50 0.322
H 0.2151 -5.9094 -5.7644 -0.78 -0.29 -0.01 0.366
H 0.2759 -6.3825 -4.0404 -0.11 -0.31 -0.13 0.376
H -1.4260 -4.0614 -5.0816 0.74 0.37 -0.52 -1.042
H -3.3506 -4.8841 -4.2913 -0.08 0.37 -0.05 0.329
H -2.6386 -6.2760 -3.5618 0.17 -0.52 -0.23 0.459
H -3.2759 -5.8567 -7.6108 0.22 -0.52 0.26 0.349
H -2.3338 -4.5972 -6.8297 0.26 -0.06 -0.08 0.262
H -3.9671 -4.8896 -6.3322 -0.37 0.21 -0.08 0.229
H -0.3114 -3.4459 -3.2504 0.63 -0.04 0.12 0.370
H -1.7590 -3.6504 -2.7366 -0.72 -0.33 -0.17 0.196
C -4.0547 -0.1331 -2.1233 -0.09 -0.03 -0.15 -0.758
C -4.7756 0.2565 -0.8020 0.37 -0.70 -1.10 0.808
C -6.2471 -0.1192 -0.8919 -0.71 -0.25 -0.29 -1.589
O -6.9182 0.4628 -2.0278 1.02 0.41 0.30 -0.411
C -7.5202 1.7124 -1.6829 -1.28 -0.52 0.64 -0.720
N -4.1198 -0.4397 0.2918 -0.20 0.19 0.35 0.009
H -3.1497 -0.7163 -1.9531 0.22 0.23 0.47 -0.151
H -3.7350 0.7226 -2.7180 -0.38 -0.05 -0.22 0.215
H -4.6610 -0.8390 -2.6910 -0.29 0.41 -0.38 0.526
H -4.6173 1.3158 -0.5996 -0.35 0.13 -0.08 0.416
H -6.8022 -0.0259 0.0416 -0.05 1.23 0.19 0.579
H -6.3649 -1.2015 -0.9458 0.48 -0.36 -0.89 0.474
H -6.9713 2.2642 -0.9198 -0.03 -0.20 0.19 0.309
H -8.5185 1.4052 -1.3714 -0.15 0.41 0.95 0.269
H -7.8016 2.4441 -2.4402 1.00 -0.52 -1.00 0.297
H -3.2134 0.0059 0.2887 0.55 -0.20 0.67 -0.472
H -3.9385 -1.3977 0.0283 0.07 -0.32 -0.44 0.581
C 1.4848 3.6819 6.1922 -0.35 0.47 -0.20 -0.792
C 1.4097 2.5192 7.1976 -1.75 -0.52 -2.99 0.389
C 0.8406 1.2337 6.4563 -1.33 2.10 -0.60 -0.445
O -0.1955 1.7548 5.6092 -0.45 -1.57 -0.90 -0.287
C -0.7663 0.7899 4.6755 -0.05 1.15 0.69 -0.652
N 2.6863 2.1896 7.6442 2.38 -1.19 1.81 -0.778
H 2.0087 4.5979 6.4654 0.09 -0.18 1.07 0.458
H 0.4724 4.0053 5.9502 0.12 -0.13 -0.34 0.222
H 2.0303 3.4419 5.2795 -0.28 -0.63 -0.24 -0.161
H 0.6383 2.7651 7.9274 0.61 0.09 0.66 0.340
H 0.3865 0.5108 7.1341 0.23 -0.17 0.34 0.344
H 1.6248 0.7593 5.8664 0.19 -0.05 -0.18 0.008
H -1.3603 0.0206 5.1688 0.40 -0.36 0.36 0.412
H -0.0128 0.3687 4.0099 0.06 -0.15 0.13 0.165
H -1.5172 1.3274 4.0964 0.23 0.28 -0.17 0.172
H 2.6588 1.2416 7.9915 -0.40 -0.25 1.46 0.325
H 3.2754 1.8849 6.8825 0.25 1.15 -1.03 0.241
C -0.3956 -1.7180 0.9876 -1.71 1.01 -0.53 -0.661
C -0.4310 -1.3052 -0.5071 -0.68 2.91 1.23 0.293
C -0.4633 0.2678 -0.6056 0.07 -0.50 0.31 -0.052
O -1.4869 0.7734 0.2174 -0.65 0.84 0.51 -0.276
C -1.3811 2.1752 0.4579 0.93 -0.22 0.59 -1.123
N 0.7877 -1.7669 -1.0829 -0.86 -0.89 -1.42 0.800
H 0.2759 -1.0542 1.5322 0.76 -0.69 -0.05 -0.113
H -0.2611 -2.7988 1.0315 0.46 0.22 0.43 0.436
H -1.3296 -1.4885 1.5005 -0.44 -0.17 -0.11 0.133
H -1.3238 -1.6700 -1.0149 0.03 -0.40 -0.10 -0.243
H -0.6110 0.7240 -1.5845 0.07 -0.58 -0.63 -0.097
H 0.4978 0.6461 -0.2572 0.29 -0.05 0.21 -0.436
H -1.3738 2.8174 -0.4228 -0.54 -0.22 -0.40 0.547
H -0.4158 2.3839 0.9192 0.41 -0.12 0.17 0.103
H -2.0933 2.5072 1.2133 -0.43 -0.29 -0.38 0.422
H 1.5514 -1.1816 -0.7760 0.48 -0.17 0.57 -0.023
H 0.7340 -2.6967 -0.6921 1.64 -0.45 -0.53 0.012
C 1.5186 5.6186 2.9609 -0.03 0.47 -1.76 -0.895
C 0.2870 6.2607 2.2484 -0.83 1.58 0.65 0.384
C -1.0412 5.5427 2.4913 0.52 -0.43 0.91 -0.090
O -1.4228 5.7722 3.8866 0.00 -1.28 -0.61 -0.373
C -2.5455 5.0047 4.4093 0.36 0.74 -1.90 -0.668
N 0.1570 7.6107 2.8325 0.80 -0.06 0.52 -0.944
H 1.5152 4.5286 2.9537 -0.43 -0.02 0.70 -0.263
H 1.7298 6.1404 3.8942 -0.35 -0.61 0.23 0.402
H 2.3896 5.8299 2.3406 0.15 0.32 -0.13 0.347
H 0.3663 6.4195 1.1730 0.48 -0.62 -0.12 0.482
H -0.7461 4.5365 2.1938 -0.81 -0.86 0.68 -0.311
H -1.8421 5.8665 1.8266 -0.06 0.27 -0.02 0.534
H -3.3091 5.0092 3.6316 -0.40 0.14 -0.06 0.355
H -2.9508 5.5524 5.2602 0.37 -0.40 0.16 0.259
H -2.3322 3.9437 4.5390 0.43 0.12 0.64 0.098
H -0.1948 7.3342 3.7380 0.01 0.80 0.62 0.380
H -0.5795 8.1836 2.4458 -0.16 -0.20 -0.50 0.281
C 3.0363 0.8353 -2.9351 1.21 -0.91 -0.19 -1.481
C 3.6619 -0.2067 -1.9449 -2.03 1.25 -0.88 0.663
C 5.1513 -0.2319 -1.8030 -0.35 1.41 -0.29 -0.585
O 5.4419 -1.1936 -0.8475 -0.52 -1.08 -0.48 -0.242
C 6.7888 -1.3946 -0.6403 1.24 -0.31 0.20 -0.848
N 3.0249 0.0283 -0.6522 0.77 -0.51 0.17 0.093
H 3.3279 1.8654 -2.7306 0.05 0.03 0.44 0.379
H 1.9484 0.7678 -2.9359 0.05 -0.12 0.09 0.132
H 3.4056 0.6404 -3.9419 -0.18 -0.04 -0.16 0.530
H 3.3534 -1.2172 -2.2130 -0.05 -0.12 -0.44 0.215
H 5.4622 0.7267 -1.3877 0.25 0.52 -0.14 -0.285
H 5.6003 -0.3320 -2.7911 0.47 -0.56 -0.01 0.581
H 6.9128 -2.2474 0.0272 -0.05 0.34 0.34 0.248
H 7.2599 -0.4808 -0.2780 0.13 0.06 0.50 0.274
H 7.3667 -1.6664 -1.5236 -0.29 -0.03 -0.58 0.349
H 3.2613 0.9581 -0.3365 0.00 0.42 -0.02 -0.600
H 3.6676 -0.5417 -0.1210 -0.37 -0.26 1.36 0.268
C -4.4028 -1.4065 -6.6026 0.39 1.31 0.74 -1.074
C -3.0516 -0.6946 -6.8216 0.57 -0.08 0.14 0.126
C -2.6328 0.2481 -5.6279 0.14 -0.10 -0.46 -0.346
O -1.2843 0.7279 -5.7679 0.58 0.86 -0.48 -0.345
C -0.9543 1.9749 -5.0902 -1.80 -0.83 0.65 -0.704
N -2.0851 -1.7437 -7.0989 0.68 -0.13 0.28 -0.532
H -4.8603 -1.7116 -7.5438 0.08 0.01 0.18 0.297
H -5.0245 -0.6973 -6.0562 -0.59 -0.01 -0.24 0.384
H -4.3004 -2.2512 -5.9214 0.22 -0.19 -0.20 0.092
H -3.0650 -0.0969 -7.7330 -0.34 0.28 0.06 0.407
H -2.6986 -0.2930 -4.6840 -0.12 -0.23 0.19 -0.001
H -3.3369 1.0792 -5.5887 -0.08 0.24 0.03 0.518
H -1.0130 1.8107 -4.0142 0.33 -0.21 0.32 0.087
H -1.7387 2.7169 -5.2390 -0.12 0.14 -0.50 0.502
H -0.0006 2.4572 -5.3042 0.09 -0.82 -0.63 0.278
H -1.2042 -1.3461 -7.3920 0.13 0.31 -0.34 0.364
H -1.8248 -2.1303 -6.2029 -0.06 -0.58 0.33 -0.057
C 2.1394 -4.1568 1.4470 -0.44 1.39 0.82 -1.083
C 2.0430 -5.2815 2.4474 -0.71 -1.73 -0.28 0.310
C 0.5419 -5.6054 2.7713 0.51 2.49 -0.19 -0.854
O -0.0034 -4.3883 3.2920 -1.27 -0.03 0.69 -0.245
C -1.4432 -4.4240 3.3733 0.17 0.09 -0.26 -0.865
N 2.5431 -6.4579 1.7706 0.31 -1.15 0.04 -0.785
H 3.0777 -3.9991 0.9153 0.11 -0.69 0.17 0.690
H 1.9421 -3.2005 1.9314 -0.04 0.10 -0.16 0.160
H 1.3245 -4.2977 0.7368 0.15 -0.08 -0.28 0.102
H 2.6472 -5.2862 3.3546 -0.09 1.05 0.12 0.419
H 0.3030 -6.4237 3.4506 0.47 -0.24 0.00 0.362
H 0.0823 -5.7504 1.7936 -0.23 -0.50 -0.16 0.400
H -1.8220 -5.2073 4.0298 0.28 -0.46 -0.18 0.406
H -1.8360 -4.5187 2.3610 -0.17 -0.36 -0.09 0.361
H -1.9216 -3.5305 3.7746 0.87 0.43 0.05 0.079
H 2.4179 -7.1953 2.4493 0.42 -0.64 0.01 0.297
H 1.8794 -6.7118 1.0528 0.00 -0.01 -0.59 0.302